# 1
{
  "formula": "C4H11NOS",
  "method": "the ωB97M-V functional and the def2-TZVPD basis",
  "species": ["O", "C", "C", "N", "H", "H", "H", "H", "H", "H", "C", "C", "S", "H", "H", "H", "H", "H"],
  "positions_angstrom": [[1.4752, 1.6906, -1.1005], [0.4832, 1.1579, -0.5718], [-0.5071, 0.3597, -1.3533], [-0.0120, 0.4308, -2.7909], [0.2722, 1.2614, 0.4863], [-0.5192, -0.6626, -1.0474], [-1.5223, 0.7853, -1.3136], [-0.6790, 0.9050, -3.3935], [0.8860, 1.0009, -2.7070], [0.1863, -0.5095, -3.1783], [0.6518, -1.2410, 1.9998], [-0.5500, -0.3709, 2.3575], [-1.8941, -0.3207, 1.0954], [1.1563, -0.8427, 1.1007], [0.3254, -2.2500, 1.7262], [1.3737, -1.2865, 2.8524], [-0.1629, 0.6294, 2.5501], [-0.9634, -0.7372, 3.2879]],
  "forces_ev_per_a": [[-2.034, -1.278, 0.429], [1.884, 1.418, -0.229], [-0.344, 0.622, -0.969], [0.966, -0.173, -0.483], [-0.112, -0.030, 0.257], [-0.298, -0.583, 0.449], [0.477, -0.334, 0.308], [0.104, -0.015, -0.070], [-0.533, -0.367, -0.166], [-0.118, 0.789, 0.257], [0.148, -0.092, -0.066], [-0.051, -0.137, -0.403], [0.409, -0.054, 0.398], [0.091, -0.094, 0.360], [0.061, 0.057, 0.207], [-0.362, -0.015, -0.707], [-0.133, 0.278, 0.140], [-0.154, 0.008, 0.286]],
  "nbo_charge": [-0.56, 0.43, -0.38, -0.72, 0.21, 0.30, 0.29, 0.43, 0.46, 0.43, -0.61, -0.51, -0.69, 0.16, 0.21, 0.20, 0.17, 0.20],
  "orbital_gap_ev": 5.4,
  "total_charge": 0,
  "homo_energy_ha": -0.226
}



# 2
{
  "formula": "C3H8N2O2",
  "method": "the ωB97M-V functional and the def2-TZVPD basis",
  "species": ["N", "C", "O", "N", "C", "C", "O", "H", "H", "H", "H", "H", "H", "H", "H"],
  "positions_angstrom": [[0.6762, 1.5337, -0.8531], [1.2056, 0.2650, -0.8644], [2.4007, 0.0959, -1.0148], [0.3276, -0.7710, -0.7594], [-1.0214, -0.7298, -0.2157], [-1.0806, 0.0690, 1.1039], [-1.9574, -0.6468, 1.9640], [-0.1321, 1.8934, -0.3873], [1.4076, 2.1852, -1.0813], [0.6508, -1.6333, -1.1558], [-1.6967, -0.2513, -0.9367], [-1.2860, -1.7505, 0.0507], [-1.5147, 1.0399, 0.8991], [-0.0742, 0.0488, 1.5038], [-2.0098, -0.1881, 2.8076]],
  "forces_ev_per_a": [[0.656, 0.509, -0.408], [-0.272, -0.127, 0.216], [0.122, -0.071, -0.486], [-0.318, -0.414, 0.199], [0.467, 0.890, -0.017], [-0.446, -1.314, -0.455], [-0.113, -0.016, 0.112], [-0.202, -0.347, 0.015], [-0.128, 0.321, 0.310], [0.235, -0.115, 0.272], [-0.230, -0.528, 0.062], [-0.310, 0.052, -0.320], [0.324, 0.550, 0.248], [0.234, 0.610, 0.257], [-0.021, -0.001, -0.008]],
  "nbo_charge": [-0.87, 0.77, -0.65, -0.64, -0.24, -0.08, -0.72, 0.39, 0.41, 0.41, 0.19, 0.23, 0.15, 0.18, 0.47],
  "orbital_gap_ev": 10.1,
  "total_charge": 0,
  "smiles": "NC(=O)NCCO",
  "homo_energy_ha": -0.349
}



# 3
{
  "formula": "C6H14N2O2",
  "method": "the ωB97M-V functional and the def2-TZVPD basis",
  "species": ["C", "N", "C", "C", "O", "H", "H", "H", "H", "H", "H", "H", "C", "N", "C", "C", "O", "H", "H", "H", "H", "H", "H", "H"],
  "positions_angstrom": [[-1.0175, -1.7065, -0.3291], [-0.3575, -2.0508, 1.0307], [0.9448, -1.6677, 1.3589], [1.0648, -1.6685, 2.9187], [1.7316, -1.0853, 0.5587], [-1.1848, -2.5187, -0.9635], [-2.0414, -1.2876, -0.1185], [-0.4124, -0.7788, -0.7731], [-1.0401, -2.5635, 1.6345], [0.3776, -2.3240, 3.3324], [2.0563, -1.9872, 3.2496], [1.0379, -0.7857, 3.3351], [-0.8523, 0.8997, -2.8339], [-0.0285, 1.0713, -1.6265], [-0.2357, 2.1905, -0.7814], [0.6625, 2.4967, 0.2918], [-1.1957, 2.9254, -1.1412], [-1.0000, -0.1119, -3.0664], [-1.7474, 1.4858, -2.5892], [-0.4450, 1.4711, -3.6607], [0.7368, 0.3697, -1.6176], [0.9523, 1.5588, 0.7121], [1.7227, 2.7295, 0.0752], [0.2709, 3.3376, 1.0036]],
  "forces_ev_per_a": [[1.184, 3.667, 2.250], [-0.967, -0.146, -2.232], [-0.855, 2.328, -0.192], [2.924, -4.173, -3.488], [-2.107, -1.969, 2.088], [0.434, -1.388, -1.027], [0.977, -0.334, 0.104], [-1.442, -2.681, 0.902], [1.725, 0.880, -0.315], [-1.430, -1.121, 0.852], [0.108, -0.444, -0.376], [-0.879, 5.074, 1.599], [-0.116, 2.974, 1.433], [0.949, -0.455, 0.160], [-2.778, 0.595, -5.023], [1.504, 1.464, 2.490], [1.929, -1.134, 1.647], [-0.298, -1.340, -0.245], [-0.296, -0.799, -0.282], [0.424, -0.236, -0.387], [-0.347, 1.457, 0.863], [-0.541, -0.874, 1.465], [-0.670, 0.678, -1.017], [0.567, -2.024, -1.268]],
  "nbo_charge": [-0.44, -0.64, 0.69, -0.68, -0.65, 0.20, 0.20, 0.24, 0.40, 0.20, 0.23, 0.23, -0.43, -0.65, 0.66, -0.74, -0.64, 0.19, 0.25, 0.19, 0.41, 0.25, 0.26, 0.25],
  "orbital_gap_ev": 9.9,
  "total_charge": 0,
  "smiles": "CNC(C)=O.CNC(C)=O",
  "homo_energy_ha": -0.337
}



# 4
{
  "formula": "C28H42AsCa2F9NO23",
  "method": "the ωB97M-V functional and the def2-TZVPD basis",
  "species": ["Ca", "Ca", "As", "F", "F", "F", "F", "F", "F", "C", "O", "O", "C", "F", "F", "F", "C", "C", "H", "H", "H", "H", "H", "H", "N", "O", "O", "O", "C", "C", "C", "O", "C", "O", "O", "H", "H", "H", "H", "H", "H", "C", "C", "C", "O", "C", "O", "O", "H", "H", "H", "H", "H", "H", "C", "C", "C", "O", "C", "O", "O", "H", "H", "H", "H", "H", "H", "C", "C", "C", "O", "C", "O", "O", "H", "H", "H", "H", "H", "H", "C", "C", "C", "O", "C", "O", "O", "H", "H", "H", "H", "H", "H", "C", "C", "C", "O", "C", "O", "O", "H", "H", "H", "H", "H", "H"],
  "positions_angstrom": [[1.9850, 0.1956, -3.6932], [0.1531, -3.6000, -3.1009], [0.6798, -1.1532, -0.0347], [2.3890, -1.6393, 0.0934], [0.2657, -2.5041, -1.1399], [-1.0239, -0.6480, -0.0799], [1.0913, 0.3176, 1.0142], [1.0623, -0.0703, -1.4795], [0.1879, -2.1395, 1.3326], [-1.4361, -0.9553, -3.7651], [-2.0437, -2.0175, -3.0539], [-0.0951, -1.2430, -3.9701], [-2.3502, -0.5457, -5.0760], [-1.8459, 0.5780, -5.5945], [-2.3167, -1.3512, -6.0438], [-3.6068, -0.2933, -4.7043], [-3.1208, -1.9081, -2.0965], [-4.1311, -2.8475, -2.6717], [-5.1073, -2.8648, -2.1871], [-4.3127, -2.6791, -3.7332], [-3.6720, -3.8355, -2.6356], [-3.5752, -0.9254, -1.9702], [-2.6464, -2.4208, -1.2598], [-1.5282, -0.1079, -3.0858], [3.2831, -2.8245, -2.3132], [2.8754, -1.7132, -2.7304], [4.4468, -3.0358, -2.0982], [2.4094, -3.6604, -2.2672], [-2.9173, -1.1278, 4.2424], [-2.7742, -0.3950, 2.8891], [-3.6236, -0.7865, 1.8115], [-4.2631, 0.3937, 1.5218], [-4.0395, 1.3274, 2.3884], [-4.4638, 2.5045, 2.3459], [-3.1257, 0.9091, 3.2692], [-2.5612, -2.1579, 4.2424], [-3.8614, -1.4015, 4.7135], [-2.4754, -0.7286, 5.1553], [-1.7360, -0.4270, 2.5585], [-4.3925, -1.4860, 2.1393], [-3.0217, -1.2320, 1.0194], [-2.7198, -8.7348, -3.2672], [-2.7553, -7.7694, -2.1330], [-1.8219, -8.0603, -1.0355], [-1.2038, -6.8241, -0.7922], [-1.6353, -5.9064, -1.5506], [-1.1827, -4.8046, -1.5991], [-2.3698, -6.4877, -2.5134], [-3.7425, -9.0549, -3.4664], [-2.0922, -9.5862, -3.0038], [-2.3933, -8.2605, -4.1927], [-3.7985, -7.8036, -1.8191], [-1.1203, -8.8182, -1.3841], [-2.3367, -8.4770, -0.1698], [5.5132, 0.5742, 0.3914], [5.0455, 2.0152, 0.5351], [3.6595, 2.3321, 1.0134], [3.7609, 2.7705, 2.3674], [5.1674, 2.8624, 2.6710], [5.6922, 3.1155, 3.7340], [5.8977, 2.5353, 1.6351], [5.3487, 0.1680, 1.3894], [6.5971, 0.6153, 0.2837], [5.0134, 0.0103, -0.3963], [5.3588, 2.6007, -0.3293], [3.0934, 1.4026, 0.9526], [3.0839, 2.9427, 0.3176], [-0.3696, 4.5863, 2.6580], [-0.2751, 3.9314, 1.2847], [-1.6450, 3.6196, 0.8066], [-1.6328, 4.5563, -0.3831], [-0.4485, 5.0457, -0.6121], [-0.0956, 5.7561, -1.5539], [0.3870, 4.6996, 0.3919], [-0.9230, 3.8889, 3.2869], [-1.0256, 5.4567, 2.6703], [0.5370, 4.8612, 3.1971], [0.1427, 2.9608, 1.5521], [-2.4466, 4.0228, 1.4253], [-1.7963, 2.6771, 0.2803], [1.8659, 5.5443, -4.8906], [3.1063, 5.2106, -3.9416], [2.9065, 5.6387, -2.4625], [2.9772, 4.3862, -1.6491], [2.9239, 3.3293, -2.5518], [2.5182, 2.1761, -2.3751], [3.2394, 3.8040, -3.7846], [0.8968, 5.1519, -4.5821], [2.1053, 5.2405, -5.9097], [1.8201, 6.6259, -5.0175], [3.9589, 5.5949, -4.5015], [1.9594, 6.1300, -2.2396], [3.6127, 6.4100, -2.1554], [0.2635, 0.4193, 3.9924], [0.0993, 0.9121, 5.4824], [0.1250, -0.3453, 6.4411], [1.1501, -0.1252, 7.2803], [1.6902, 1.0547, 7.1211], [2.5064, 1.5837, 7.9034], [1.2609, 1.4900, 5.9089], [0.0777, -0.6436, 3.8380], [1.2750, 0.5047, 3.5952], [-0.2880, 1.0637, 3.3078], [-0.7107, 1.5930, 5.7438], [0.2804, -1.2927, 5.9250], [-0.8499, -0.3772, 6.9276]],
  "forces_ev_per_a": [[-0.680, -0.993, 0.538], [0.316, 2.087, 0.171], [0.929, 1.975, 1.261], [-1.921, 0.254, -0.303], [0.185, 0.766, 0.690], [1.007, 0.062, -0.437], [-0.821, -1.986, -1.243], [-0.556, -0.966, 1.132], [0.693, 0.440, -0.644], [0.321, 1.106, 0.140], [0.849, -0.801, -0.847], [-1.281, -0.520, -0.381], [2.554, 1.480, 3.303], [0.255, 1.391, 0.330], [-0.487, -3.443, -2.421], [-0.570, -0.131, 0.225], [0.373, -0.992, -1.076], [-0.752, -0.991, -0.409], [0.106, 0.007, 0.298], [0.017, 0.409, 0.044], [-0.315, -0.270, 0.095], [0.793, 0.238, 0.238], [-0.526, 0.930, 0.811], [-0.161, 0.684, -0.161], [1.164, 1.854, -1.379], [0.298, 1.953, -0.462], [0.268, -0.172, 0.539], [-2.219, -3.756, 0.421], [0.308, -2.343, 0.861], [2.746, -1.023, 5.101], [-1.364, -2.451, -0.572], [-2.173, 0.726, -3.111], [0.023, 5.629, 0.584], [0.897, -3.983, 0.154], [-0.410, 1.461, -0.462], [0.812, -0.133, -0.601], [-1.234, 0.874, -1.113], [0.801, 0.842, -0.679], [0.066, 0.218, 0.292], [-0.009, -0.329, -0.157], [-0.455, 0.444, -0.469], [-0.302, -0.440, -0.908], [-1.797, -0.796, -0.473], [0.193, -1.797, 0.674], [1.373, -1.268, 3.825], [0.322, -1.162, -2.914], [-0.158, 1.511, -0.110], [-0.983, 2.562, -0.955], [0.189, -0.373, -0.084], [-0.078, -0.094, -0.394], [0.347, -0.067, 0.099], [-0.013, 0.800, 0.469], [0.610, 0.370, 0.340], [0.285, 0.407, 0.278], [-0.321, 0.645, 0.768], [2.174, 0.666, 0.046], [-1.056, -1.582, -0.565], [2.354, 0.481, 0.231], [-0.427, -0.047, 1.968], [-1.972, 0.038, -1.347], [-0.569, -0.213, -1.683], [-0.219, -0.660, -0.178], [-0.076, -0.192, -0.411], [0.062, -0.008, 0.118], [-0.244, 0.066, -0.117], [-0.116, -0.187, 0.600], [0.326, 0.961, 0.578], [-0.822, 0.415, 0.687], [-0.226, -1.902, 4.850], [-0.562, 2.188, -3.128], [-1.545, -0.329, -0.320], [1.390, 1.604, -1.316], [-0.933, -1.521, 1.769], [1.305, 0.653, -1.920], [0.142, -0.261, 0.199], [0.062, 0.338, -0.367], [0.268, -0.256, -0.499], [1.154, -0.061, -0.889], [-0.049, -0.768, 0.051], [-0.162, -0.282, 0.870], [1.420, 0.028, 0.380], [-2.351, 0.385, -0.173], [0.177, 0.577, 0.103], [-0.227, -1.084, -1.972], [-0.959, 1.706, -0.579], [1.418, 2.153, 0.235], [-0.131, -1.926, 0.182], [0.228, -0.013, 0.223], [-0.026, -0.563, 0.094], [-0.179, 0.185, 0.515], [0.361, -0.096, 0.703], [-0.352, -0.694, -0.283], [0.675, -0.743, 0.360], [-0.061, 1.135, 0.267], [0.307, -3.196, -0.816], [-2.888, -0.220, -2.236], [1.019, -1.134, 3.143], [3.105, 2.286, 1.487], [-3.067, -1.687, -3.187], [2.679, 3.135, 0.788], [-0.656, 0.149, 0.186], [0.355, 0.354, 0.695], [-0.383, -0.321, -0.015], [-0.338, -0.203, -0.628], [-0.012, 0.084, -0.162], [0.112, -0.283, 0.547]],
  "mulliken_spin": [0.56, -0.01, 0.23, 0.00, 0.01, 0.02, 0.01, 0.17, 0.00, 0.16, -0.04, -0.09, 0.06, 0.00, 0.00, 0.00, 0.00, -0.01, 0.00, 0.00, 0.01, 0.00, 0.00, 0.01, -0.02, -0.12, -0.01, 0.00, 0.00, 0.00, 0.01, 0.00, 0.00, 0.00, 0.00, 0.00, 0.00, 0.00, 0.01, 0.00, 0.00, 0.00, 0.00, 0.01, -0.01, 0.07, -0.05, -0.01, 0.00, 0.00, 0.00, 0.00, 0.00, 0.00, 0.00, 0.00, -0.02, 0.00, 0.00, 0.00, 0.00, 0.00, 0.00, 0.00, 0.01, 0.01, 0.00, 0.00, -0.01, 0.00, 0.00, 0.02, 0.00, -0.01, 0.00, 0.00, 0.00, 0.00, 0.00, 0.00, 0.01, -0.01, 0.01, -0.02, 0.32, -0.16, -0.08, 0.00, 0.00, 0.00, 0.00, 0.00, 0.00, 0.00, 0.00, 0.00, 0.00, 0.00, 0.00, 0.00, 0.00, 0.00, 0.00, 0.00, 0.00, 0.00],
  "orbital_gap_ev": [2.8, 9.0],
  "multiplicity": 2,
  "total_charge": 0,
  "homo_energy_ha": [-0.139, -0.360]
}